{"formula": "C56H58Cl2CsN9O7Se", "method": "the ωB97M-V functional and the def2-TZVPD basis", "lumo_ev": 2.5551, "orbital_gap_ev": 3.449, "charge": -2, "e_homo_ha": -0.03285, "e_above_lowest_kj_mol": 293.01, "largest_force_ev_per_a": 2.620, "spin_multiplicity": 1, "species": ["C", "H", "C", "C", "N", "O", "C", "H", "H", "C", "O", "O", "H", "C", "H", "H", "C", "H", "N", "H", "H", "H", "H", "H", "C", "C", "C", "H", "C", "C", "Cl", "H", "C", "H", "H", "H", "C", "C", "C", "H", "N", "C", "H", "H", "N", "C", "N", "N", "C", "H", "Se", "O", "H", "C", "C", "H", "H", "C", "C", "C", "C", "N", "C", "H", "H", "C", "C", "O", "C", "H", "H", "C", "C", "H", "H", "C", "O", "H", "H", "C", "H", "C", "C", "C", "H", "H", "O", "H", "H", "Cs", "C", "H", "C", "C", "H", "H", "H", "H", "H", "H", "Cl", "C", "C", "H", "H", "H", "H", "H", "C", "H", "C", "C", "C", "C", "H", "C", "C", "C", "C", "H", "H", "H", "C", "C", "H", "C", "C", "H", "N", "C", "H", "N", "C", "H"], "positions_angstrom": [[-1.4860, 4.3719, 6.6118], [1.2925, -3.7740, 0.2740], [0.9635, 5.5857, 6.2803], [-2.1347, 2.1828, -4.7985], [-3.3353, -3.4992, -1.7968], [0.8229, -0.8687, -3.3396], [1.8725, -0.1351, 1.6013], [-3.8102, 1.5907, 3.5938], [5.9916, 4.2929, -1.9242], [-3.9118, 2.1333, 2.6612], [-1.2214, -3.3163, 0.5291], [-2.5899, 0.3711, -0.3823], [-2.4522, 3.9013, 6.7315], [-1.1256, -4.0048, 1.5667], [-0.8211, -4.4249, -1.8113], [0.4677, 2.4379, 4.9229], [1.0900, 1.1906, 3.4193], [6.2951, 0.5274, -4.4760], [-1.5204, 2.2002, 2.4831], [-1.5721, 0.1663, -4.3001], [-1.8317, 4.2519, -0.8217], [-1.0502, -5.7928, -2.9226], [-2.9057, -0.8143, -6.1473], [-2.7834, -3.3025, -0.9581], [3.4740, -0.9447, -4.6167], [2.5897, 0.2388, -4.5289], [3.0416, -0.1697, 3.6940], [3.6550, -1.2936, 1.9829], [-2.8751, -4.7926, -2.3180], [1.0344, 5.0017, 3.8431], [6.8074, 2.8622, -4.1934], [-1.0839, 2.7681, -0.2214], [2.8429, -4.4462, 3.2039], [-2.3457, -1.8149, 1.4417], [-6.0416, 1.9620, 2.6074], [0.8136, 6.1305, 8.3447], [-4.5757, -0.9426, -0.2533], [-3.5795, 1.0799, -6.9010], [-0.8553, 4.3113, 5.3686], [-4.7745, -5.1419, -3.2774], [-1.4861, 3.6756, 4.3053], [-2.8834, -0.8800, 1.6141], [-2.2005, -0.1909, 2.1010], [-4.2196, 3.9633, -0.6974], [-3.1824, -2.3745, -2.6483], [1.7222, -4.6507, 4.0108], [-1.5131, 2.8278, -3.8149], [5.5086, 0.2567, -3.9025], [4.4837, 0.7539, -1.7247], [0.2758, 5.0848, 3.0670], [-1.8032, 4.5547, -4.0018], [-2.0381, -4.5339, 2.2103], [2.5283, 2.2228, 5.7440], [-1.3822, -4.7871, -2.6715], [-1.6215, 3.6676, 0.0728], [1.9139, 6.0868, 6.1550], [-2.2239, -2.2516, -2.9847], [4.7342, 2.9568, -0.8015], [0.9589, 0.7663, 2.1088], [-5.2710, 3.0085, 0.8999], [5.5456, 3.3116, -1.8638], [4.1382, -4.5825, 3.7551], [-2.1412, 0.7871, -4.9742], [-1.3870, 5.0387, 8.6406], [6.6769, -2.0054, -4.2261], [2.1307, 0.7214, 4.2372], [-2.8683, 3.2541, 0.7854], [5.1144, -4.3244, 3.0493], [5.2312, 1.1007, -2.8662], [3.5806, -3.9777, 1.2600], [1.7705, -0.4968, 0.5851], [0.4653, -4.5155, 3.4674], [-5.1593, 2.3391, 2.1045], [3.1358, 1.1717, -4.4074], [3.2387, -4.2476, -5.4043], [4.8394, -0.9205, -4.2970], [4.2493, -4.9663, 4.9252], [-1.1738, -4.1371, -3.5211], [-4.7190, -0.6389, -1.2869], [1.6027, 0.0894, -3.3045], [-3.7445, -1.0940, 2.2370], [2.2692, 1.1631, 5.6715], [3.6951, -3.3119, -5.1110], [-0.9441, 2.6311, 3.5233], [4.5180, 3.6739, -0.0262], [-3.5473, -4.5161, -4.3785], [1.7021, 0.9489, -2.4215], [-5.3943, -0.5896, 0.3715], [3.6077, 1.3789, 0.1098], [-0.1118, -0.1409, -1.0402], [-0.8918, 5.0149, 7.6797], [1.9486, 0.2988, -5.4075], [-2.8538, 3.0282, -5.7209], [5.6190, -2.0620, -4.4526], [-6.2453, 3.1471, 0.4527], [-4.1543, 0.6189, -7.6941], [1.6059, 4.0972, 3.6376], [1.7099, 5.8517, 3.7760], [-2.4950, 3.7114, 4.2981], [-2.7466, -6.7824, -1.4686], [3.9337, -0.8557, -1.5053], [-2.7571, 2.5665, 2.0059], [2.9263, -0.6001, 2.3845], [1.8713, -2.2048, -5.2072], [3.0666, 0.6013, 6.1516], [-4.0995, 3.0896, -7.4686], [1.8683, -4.9127, 5.0482], [-3.7900, -2.4883, -3.4543], [2.9287, -2.1690, -5.0029], [5.6734, -4.1403, -4.9516], [5.0560, -3.2572, -4.8559], [-3.7198, -5.1815, -3.5366], [-3.5687, 2.4468, -6.7808], [-2.8671, 0.2589, -6.0102], [-3.4654, -6.1908, -3.8467], [0.3418, 5.6204, 7.5171], [1.4267, -4.0025, 1.3215], [2.6915, -4.1181, 1.8553], [4.2176, 1.6751, -0.7293], [-4.1974, -5.8859, -1.0089], [-2.6505, -5.4738, -0.2824], [-0.9647, 4.2371, 0.7305], [0.3034, -4.1845, 2.1241], [-3.1310, -5.8018, -1.1984], [1.3493, 0.9861, 6.2329], [0.3841, 4.9529, 5.1909], [5.7760, 2.3936, -2.8661], [-4.5404, -2.0289, -0.1995], [-2.7921, 4.3380, -5.4695], [-4.1285, 3.4611, 0.2561], [-0.4250, -4.6621, 4.0638], [0.2167, 2.1296, 3.9974], [-3.2801, -0.3844, 0.2669], [3.8542, -0.5258, 4.3137]]}

***

{"formula": "C5H15N2O", "method": "the ωB97M-V functional and the def2-TZVPD basis", "lumo_ev": -4.1633, "orbital_gap_ev": 8.453, "charge": 1, "e_homo_ha": -0.46364, "smiles": "[NH3+]CCNCCCO", "e_above_lowest_kj_mol": 427.87, "largest_force_ev_per_a": 4.987, "spin_multiplicity": 1, "species": ["N", "H", "H", "H", "H", "C", "C", "H", "H", "N", "H", "C", "H", "H", "H", "C", "O", "H", "H", "H", "H", "C", "H"], "positions_angstrom": [[-2.2170, -1.7907, -1.7698], [0.2001, -1.8156, -1.3776], [0.4665, -2.1246, 0.0701], [-1.9885, -1.1060, 0.3989], [-2.0359, -2.8774, -2.1356], [-0.1360, -1.4091, -0.4719], [1.5587, 0.5001, -0.1574], [0.5381, 2.4785, -0.4183], [0.6900, 0.4580, 2.2795], [0.0744, 0.0817, -0.1538], [2.1454, 2.4981, 2.3853], [1.3899, 1.9888, 0.1841], [-3.3050, -1.4982, -1.7892], [-0.3304, 0.2728, 0.7296], [-1.8719, -2.6568, 0.0390], [-1.6236, -1.7478, -0.3928], [0.4497, 1.4319, 2.4731], [-1.8220, -1.1388, -2.5454], [2.1714, 2.6449, -0.2061], [1.7418, 0.3869, -1.2238], [0.5301, 3.2640, 1.9607], [1.1798, 2.3244, 1.7538], [2.1944, -0.1650, 0.3674]]}

***

{"formula": "C61H144AgF3N12O25P4S10", "method": "the ωB97M-V functional and the def2-TZVPD basis", "lumo_ev": 0.1019, "orbital_gap_ev": 8.483, "e_homo_ha": -0.30800, "largest_force_ev_per_a": 5.058, "spin_multiplicity": 1, "species": ["H", "H", "S", "O", "C", "C", "H", "C", "H", "O", "H", "N", "H", "Ag", "H", "H", "N", "C", "C", "O", "H", "H", "O", "O", "H", "H", "H", "H", "H", "H", "H", "H", "P", "N", "C", "C", "H", "H", "C", "H", "H", "C", "O", "H", "H", "C", "S", "O", "H", "H", "H", "C", "H", "H", "H", "S", "H", "H", "H", "H", "H", "H", "H", "C", "H", "H", "C", "O", "C", "S", "H", "C", "C", "C", "C", "F", "H", "F", "H", "C", "H", "H", "H", "O", "C", "H", "O", "H", "H", "C", "H", "H", "C", "N", "C", "H", "H", "H", "H", "C", "N", "C", "S", "O", "N", "O", "H", "S", "C", "N", "H", "H", "C", "H", "H", "O", "H", "H", "H", "O", "H", "C", "H", "C", "H", "H", "H", "H", "H", "H", "C", "H", "H", "O", "H", "H", "C", "H", "H", "H", "C", "C", "H", "C", "C", "H", "C", "H", "O", "H", "H", "H", "H", "N", "H", "S", "C", "H", "H", "H", "H", "C", "H", "H", "H", "H", "H", "H", "H", "C", "H", "O", "H", "O", "O", "H", "N", "H", "H", "H", "C", "H", "H", "H", "H", "H", "H", "C", "H", "C", "H", "H", "N", "O", "H", "C", "H", "H", "C", "H", "H", "H", "H", "H", "S", "H", "H", "C", "S", "H", "N", "C", "C", "P", "H", "C", "O", "H", "H", "H", "S", "H", "C", "C", "O", "H", "C", "H", "N", "C", "C", "O", "H", "H", "H", "C", "H", "P", "C", "H", "H", "H", "C", "H", "O", "C", "H", "C", "H", "C", "H", "H", "O", "H", "C", "H", "P", "H", "F", "C"], "positions_angstrom": [[0.9553, 1.9474, -3.3915], [-1.4921, 4.9811, 2.1788], [3.0819, -5.4135, -3.2964], [3.7668, -4.1237, 3.8763], [3.8279, 8.5365, -1.3257], [-5.6976, -7.6972, -1.8069], [3.5171, 5.1176, 2.2299], [-3.7063, -2.5612, -3.4859], [-2.2842, -1.9767, 4.6767], [-1.7232, 0.7247, 1.9858], [3.5780, 2.7974, -6.0599], [-6.7174, -5.8038, 0.6417], [3.0380, -3.6395, -1.0791], [-3.4493, -3.0046, 0.3909], [2.9622, 9.1070, -1.6485], [4.7955, 1.0276, 1.7818], [-3.3412, 2.8638, -4.0842], [7.3736, -1.0648, -1.7559], [-4.1873, -2.4355, 5.6717], [-2.1266, -7.2145, 2.2654], [-0.9845, 6.1872, -6.5127], [6.0875, -4.4158, 3.7685], [-5.9703, 0.8088, -1.6040], [1.4081, -0.5452, -4.0271], [4.4192, -3.5866, -3.2417], [1.9557, 1.0201, 2.7699], [3.7875, 7.6206, -4.0132], [6.9631, 3.6187, -0.3418], [-8.2570, -6.8917, -1.7641], [-3.2740, -0.7572, -2.2921], [-1.9544, -4.6172, 4.0532], [3.7997, 3.1087, -3.6187], [-1.7432, 3.3761, -4.2310], [3.7422, 5.8719, 0.2244], [-3.9881, 4.6300, 1.5600], [1.4076, 1.1984, 3.7173], [-0.3945, 1.7576, -2.1540], [-5.6211, -8.5117, -1.1051], [6.1529, 7.6252, 0.7038], [9.4678, -2.0337, -0.1216], [5.9614, -2.3185, 6.9044], [3.3436, -3.6541, -3.2458], [0.6727, -1.2105, 6.6227], [-8.9718, 1.0208, 1.1732], [5.0921, -2.6678, 1.0292], [2.4577, 1.2868, 4.8001], [-2.1898, -3.2625, -2.9753], [-2.1741, -3.2790, -1.5289], [3.6570, 8.3687, -0.2576], [-3.9372, 0.2091, 6.0084], [-5.1615, -5.6614, 2.0497], [-5.7232, -6.4255, 1.5162], [-8.5012, -3.0334, -2.0460], [-4.6417, 2.7634, -5.7246], [4.7996, 0.8673, -1.2587], [-1.7849, -0.3130, 0.9629], [-0.3814, -0.1008, 3.7422], [-1.6073, 0.0974, -3.9171], [7.1471, 7.6816, -1.7837], [4.7224, -1.8864, -0.6229], [6.3202, -0.7708, -1.8967], [0.8636, -6.1160, -2.6179], [-7.0097, 1.1585, 2.6207], [-2.1439, 3.4460, 3.2844], [-0.9516, -4.8207, 0.1987], [-9.1414, -5.8495, -0.6842], [-7.5418, -0.3326, 0.2275], [-4.6561, 2.6361, 3.2563], [0.5790, -5.1863, 1.7643], [-3.8746, 3.8329, 3.2623], [-4.3962, 1.2289, -4.8473], [-0.6606, 5.3596, -5.9021], [-3.6999, -6.1508, -1.4408], [0.0670, -0.6108, 0.4046], [-1.1334, -5.1433, 3.5096], [0.4170, 0.5557, -0.1381], [2.1524, -5.9747, -1.3943], [0.7844, -0.9085, 1.4145], [6.8433, 7.4073, 1.5037], [-0.5081, 4.7708, -2.2071], [-3.3292, -5.9677, -2.4423], [-2.3178, -1.4908, 6.4270], [-6.8266, -3.9659, 1.6903], [-4.8416, -2.7805, 3.0691], [2.8856, 2.2495, -5.4305], [-0.4586, -6.3732, 0.1853], [-1.8525, -4.5445, -3.5841], [1.4169, 2.1651, 6.5783], [0.6827, -3.7490, -2.8949], [6.6448, -3.9911, 5.8193], [2.8766, 0.1101, -6.0939], [-1.6732, 3.9985, 4.0935], [2.5332, -3.2880, -1.9883], [-1.3362, 3.6472, -2.6665], [4.0840, 4.9710, 1.2961], [0.5669, 4.4949, -2.2367], [7.6934, -3.6390, 6.0494], [-7.5330, -0.9568, 1.1665], [2.0811, 4.7080, -0.5098], [-5.5072, 1.1829, 1.0299], [5.6325, -0.6422, 0.8390], [-0.6048, -5.5722, 0.9148], [4.4592, -3.1750, 4.6643], [-0.6839, 0.8443, 6.4140], [-1.7599, 4.9215, -4.9369], [-0.8535, 2.5095, -5.0361], [-4.9436, 1.9887, 0.5066], [2.5534, 0.3122, -3.7682], [0.0490, -4.3385, 2.8886], [-5.1473, -6.4485, -1.2247], [-3.9352, -3.5180, 5.5736], [4.4283, -0.4335, 2.6739], [-8.5951, -5.8512, -1.6478], [0.1335, 5.7724, -5.3440], [-3.9702, 5.7165, 1.6546], [5.1799, 4.8930, -1.9462], [6.6881, -2.6681, 4.1565], [4.7238, 9.2070, -1.4019], [1.8983, 2.3021, -5.8821], [4.1351, -6.1616, -2.6112], [4.0705, 3.9028, 1.0786], [3.2670, 0.7699, -5.3076], [-4.9995, 2.8127, -2.7675], [7.4489, 2.6933, -0.1768], [-3.4820, -5.2649, -0.8520], [9.9559, -0.5334, -0.9499], [0.5422, -3.8585, -1.2105], [-2.0514, 1.8399, -1.6500], [5.9754, 1.6157, -2.2096], [-2.0695, -0.9833, -5.1077], [2.3868, 5.7183, -0.2591], [-6.8604, 2.6815, 1.7503], [-5.1086, -7.8689, -2.7184], [4.2449, -1.7923, 4.4771], [-0.5620, 5.6641, -2.8169], [-3.6542, -0.5831, 2.9879], [-7.4862, -4.7677, 1.3303], [3.0976, 2.1673, 4.7843], [-0.5692, -2.5186, -4.4975], [6.5250, 8.5989, 0.3275], [-1.0486, -2.0378, -3.6342], [2.0521, 1.9418, -3.1783], [-4.4955, -2.9882, -2.8379], [5.4716, 1.7144, -1.2277], [-2.8749, -1.5739, 5.4950], [-2.9946, 5.9653, -3.4186], [1.2358, -4.0578, -2.0154], [-3.8497, -2.8834, -4.5136], [-3.0803, -5.0221, 1.7703], [-7.6365, -3.6807, -3.4230], [-1.8693, 6.8984, -4.3330], [-7.9738, -5.2147, 2.1647], [-5.0709, -7.1204, 0.9295], [7.8491, -0.7876, -0.3797], [5.1891, 7.7134, 1.1977], [-1.8974, -5.8124, 2.0829], [-7.6203, -3.5759, -2.3288], [0.7923, -4.0910, 3.6138], [-0.7354, 3.3770, 1.6154], [2.3036, 6.2901, -1.1738], [7.9084, 2.6642, 0.8016], [-3.9109, 2.1161, -5.1912], [8.2006, 2.5320, -0.9315], [-0.3527, -3.3903, 2.4677], [-2.5707, 0.4832, 4.9274], [-0.2789, 4.5289, -6.4486], [3.8458, -4.4695, 6.5079], [-4.9434, 0.4336, 3.7401], [7.9858, -0.5506, -2.4158], [-7.9805, 1.0460, 0.7124], [-3.0780, -6.9795, -1.1098], [-4.1858, 4.7526, 4.3094], [-3.4138, 6.3257, -5.0408], [-5.1159, -1.0828, -0.3065], [2.7421, -5.7763, -4.6510], [-2.5063, 4.4654, -0.0188], [4.0071, 7.2330, -1.9645], [-8.1069, 1.6412, -0.2010], [2.8571, -3.2724, -4.1226], [2.3304, -2.2267, -2.0327], [7.3318, 6.7515, -1.2383], [6.2466, -2.4272, -0.1928], [-0.9181, 5.0167, -1.2241], [-8.1540, -0.8559, -0.4825], [1.2561, -4.6381, 1.1692], [3.1208, 0.4482, 4.6477], [-0.3660, -1.8084, -2.7950], [5.3750, -1.9712, 0.2745], [-3.1203, 1.8071, -5.9159], [4.3109, -3.5038, 6.3834], [2.5432, 0.9078, 6.9159], [-9.2208, -5.6506, -2.5298], [6.3961, 1.6780, -0.0991], [-5.3029, -3.9293, -0.8055], [0.7369, 2.0457, 3.5946], [4.5031, 7.2226, -3.2775], [-0.9131, 2.8528, -0.8381], [-3.0952, 2.9034, 0.7154], [-6.8604, 1.6057, 1.6190], [6.6593, -5.0823, 5.8765], [1.1249, -0.9456, 3.9124], [-4.7433, 0.7195, 1.6517], [-4.1206, -0.3954, -3.7800], [3.6304, -0.1391, 1.0989], [-5.1200, -1.9409, 4.2276], [2.3302, 1.9026, -2.1213], [-6.7499, -7.6309, -2.0703], [-1.6406, 3.9103, 1.9830], [-5.9154, 0.0745, -0.3310], [3.6057, -2.7712, 6.8070], [-7.4842, -4.8853, -1.6802], [2.8314, 2.9049, -4.0820], [-2.0397, -0.9310, -3.9930], [-6.1102, -5.1875, -0.7757], [8.2299, 6.9376, -0.6433], [0.6020, -0.0465, 4.1509], [7.7539, 0.6763, 1.8253], [-8.2292, -4.4598, 0.6389], [-0.7704, -6.0026, 4.0702], [1.6454, 6.0754, 0.4831], [0.4577, 0.0859, 5.9664], [4.3322, 0.6127, -5.2977], [-4.2202, -0.3452, 3.9052], [5.7510, -3.3979, 6.8767], [-2.0195, -1.6378, 1.5370], [-3.7057, 3.9244, -2.2927], [1.6015, -5.4720, -2.1875], [-4.9627, 4.3683, 1.1905], [6.2056, 6.5604, -0.3471], [9.3062, -0.9620, -0.1637], [-4.2691, 3.5152, -3.1222], [-2.5481, 0.0084, -0.2158], [-2.0271, 2.3494, 3.3558], [4.6218, 6.1735, -3.6033], [5.1706, 5.1366, 1.5553], [-3.4009, -1.0564, -3.3495], [1.0654, -6.1461, 2.0068], [4.8094, 6.0168, -1.0382], [-1.1507, 2.4466, -1.8209], [7.4075, -2.1754, -1.9034], [-6.6752, -3.0954, -2.1317], [-4.8226, 4.2712, -3.6522], [-3.3961, -0.1991, 5.1294], [-4.7728, -2.3001, 6.6063], [-6.4969, -1.7284, 4.5572], [-2.5667, 6.0618, -4.4269], [7.5111, 5.8748, -1.8507], [1.8428, 1.2283, 6.1456], [5.8670, -3.8246, 7.8633], [4.5695, -0.0331, 1.6311], [9.4379, -0.6379, 0.8533], [2.4163, 3.9188, -4.1926], [3.4621, -0.2329, -2.8333], [4.8484, 2.6410, -1.2583], [-2.7833, 3.9304, 0.9091], [-6.2588, -6.9732, 2.2844], [6.9873, 0.2558, 0.6020], [5.4391, 7.7747, -3.3673], [0.1454, -1.4929, -0.5653], [6.1687, -3.5904, 4.4789]]}